This record from OMol25 describes a molecular structure, C27H37BF5N7O2SSbZr. The level of theory is ωB97M-V/def2-TZVPD.

Each line ends with the Mulliken charge.
Atoms and positions in Å:
1 Zr -0.12 -0.21 0.55  0.655
2 C 0.36 -3.69 1.93  -1.348
3 C 1.67 -3.15 2.51  1.891
4 C 2.28 -4.15 3.49  -1.983
5 C 1.45 -1.82 3.17  -0.329
6 C 1.75 -1.45 4.48  -0.968
7 C 1.27 -0.16 4.62  -0.573
8 N 0.72 0.22 3.47  0.009
9 N 0.83 -0.79 2.55  1.089
10 B -0.19 1.43 3.17  -0.122
11 N 0.33 2.15 1.88  0.920
12 C 1.18 3.19 1.84  -0.677
13 C 1.17 3.74 0.58  -0.807
14 C 0.27 2.97 -0.16  -0.323
15 N -0.24 2.00 0.63  -0.722
16 C -0.21 3.15 -1.57  3.115
17 C 0.88 3.72 -2.47  -1.776
18 C -1.46 4.04 -1.56  -1.780
19 N -1.62 0.93 2.90  0.111
20 C -2.75 1.26 3.51  -0.580
21 C -3.80 0.58 2.92  -1.149
22 C -3.22 -0.18 1.90  0.104
23 N -1.89 0.04 1.89  0.311
24 C -3.90 -1.10 0.94  1.097
25 C -4.76 -0.29 -0.04  -1.420
26 C -4.75 -2.13 1.70  -1.639
27 H 0.52 -4.68 1.51  0.431
28 H -0.03 -3.07 1.12  0.210
29 H -0.40 -3.77 2.71  0.361
30 H 2.37 -3.01 1.69  -0.900
31 H 1.61 -4.33 4.33  0.414
32 H 3.24 -3.80 3.88  0.439
33 H 2.46 -5.10 2.99  0.444
34 H 2.25 -2.04 5.22  0.605
35 H 1.26 0.50 5.47  0.506
36 H -0.18 2.18 4.10  -0.110
37 H 1.70 3.50 2.73  0.584
38 H 1.72 4.60 0.24  0.523
39 H -0.50 2.16 -1.94  -1.294
40 H 1.16 4.73 -2.15  0.454
41 H 0.51 3.80 -3.49  0.383
42 H 1.77 3.10 -2.47  0.298
43 H -1.23 5.02 -1.13  0.404
44 H -2.26 3.58 -0.98  0.348
45 H -1.81 4.19 -2.58  0.491
46 H -2.75 1.95 4.34  0.522
47 H -4.84 0.62 3.19  0.547
48 H -3.14 -1.63 0.37  -0.085
49 H -5.55 0.25 0.50  0.369
50 H -5.24 -0.96 -0.76  0.410
51 H -4.16 0.43 -0.59  0.228
52 H -5.54 -1.65 2.27  0.327
53 H -4.14 -2.71 2.39  0.366
54 H -5.21 -2.82 0.99  0.456
55 C 4.48 -2.29 -0.25  -1.344
56 Sb 2.55 -1.50 -0.71  0.909
57 C 2.97 0.46 0.14  -1.029
58 C 2.88 -0.97 -2.74  -1.095
59 H 5.24 -1.55 -0.52  0.426
60 H 4.65 -3.20 -0.81  0.407
61 H 4.56 -2.51 0.82  0.404
62 H 3.81 0.90 -0.41  0.703
63 H 3.25 0.37 1.19  0.368
64 H 2.16 1.19 0.04  0.236
65 H 3.89 -0.56 -2.84  0.542
66 H 2.14 -0.24 -3.02  -0.003
67 H 2.78 -1.85 -3.37  0.434
68 O 0.15 0.07 -1.45  -0.314
69 N -0.53 -1.12 -1.80  0.435
70 O -1.08 -1.53 -0.55  -0.827
71 F 1.33 1.10 -7.30  -0.289
72 C 0.57 0.69 -6.29  0.638
73 C 0.55 -0.65 -5.95  0.379
74 F 1.29 -1.52 -6.62  -0.312
75 C -0.25 -1.08 -4.90  0.564
76 F -0.26 -2.37 -4.61  -0.378
77 C -1.02 -0.18 -4.17  -0.251
78 S -1.95 -0.69 -2.77  -0.177
79 C -0.98 1.16 -4.53  0.320
80 F -1.68 2.07 -3.86  -0.467
81 C -0.20 1.60 -5.58  0.223
82 F -0.17 2.89 -5.90  -0.339

Computed properties:
HOMO level ... -0.4233 Eh
M ... 842.5 g mol⁻¹
Net charge ... +1
Multiplicity ... 1
Energy above the lowest of the compared OMol25 structures with the same formula, charge and spin ... 107.8 kJ/mol

***

This record from OMol25 describes CH3BBr2 in the gas phase at a distorted geometry. The level of theory is ωB97M-V/def2-TZVPD.

Each line ends with the Mulliken charge.
Atoms and positions in Å:
1 B 0.21 0.02 1.00  0.170
2 C -0.25 -0.26 -0.58  -0.209
3 Br -1.97 -0.34 -1.40  -0.077
4 Br 0.89 1.33 -0.87  -0.102
5 H 1.24 -0.36 1.23  -0.045
6 H -0.51 0.53 1.71  -0.063
7 H 0.40 -0.92 -1.09  0.325

Computed properties:
HOMO level ... -0.3783 Eh
M ... 185.7 g mol⁻¹
Multiplicity ... 1
Energy above the lowest of the compared OMol25 structures with the same formula, charge and spin ... 140.0 kJ/mol

***

This record from OMol25 describes 2 unconnected molecules or ions with the total composition C6H10O. The level of theory is ωB97M-V/def2-TZVPD.

Each line ends with the Mulliken charge.
Atoms and positions in Å:
1 C -0.34 1.15 0.47  -0.536
2 C -0.82 -0.25 0.30  -0.379
3 C -0.15 0.49 -0.86  -0.332
4 C 1.00 -0.53 -0.81  0.084
5 O 2.14 -0.19 0.00  -0.456
6 C 1.61 -0.93 1.12  -0.560
7 C 0.33 -1.27 0.34  -0.231
8 H -1.12 1.90 0.49  0.186
9 H -2.96 1.88 -1.06  0.053
10 H 0.52 1.39 1.09  0.138
11 H -1.87 -0.51 0.41  0.358
12 H -2.78 1.36 -1.56  -0.042
13 H -0.59 0.89 -1.77  0.330
14 H 1.27 -1.00 -1.76  0.427
15 H 1.49 -0.30 2.01  0.245
16 H 2.24 -1.79 1.36  0.272
17 H 0.04 -2.32 0.26  0.442

Computed properties:
HOMO level ... -0.3483 Eh
M ... 98.1 g mol⁻¹
Multiplicity ... 1
SMILES string ... C1[C@H]2[C@@H]1[C@H]1OC[C@@H]21.[H][H]
Energy above the lowest of the compared OMol25 structures with the same formula, charge and spin ... 341.4 kJ/mol

***

This record from OMol25 describes 3 unconnected molecules or ions with the total composition C6H16N at a distorted geometry. The level of theory is ωB97M-V/def2-TZVPD.

Each line ends with the Mulliken charge.
Atoms and positions in Å:
1 C 1.62 -2.13 0.67  -0.975
2 C 1.69 -0.59 0.34  -0.485
3 C 1.10 0.28 1.20  -0.241
4 C 0.57 -0.19 -1.53  -0.752
5 C -0.26 0.34 1.75  -0.401
6 C -1.05 1.66 1.37  -1.031
7 N -2.42 0.57 -2.28  -0.654
8 H 1.72 -2.29 1.74  0.373
9 H 2.37 -2.61 0.02  0.341
10 H 0.66 -2.49 0.25  0.272
11 H 2.60 -0.40 -0.26  0.602
12 H 1.51 1.30 1.21  0.420
13 H -0.06 -1.02 -1.26  0.429
14 H 1.44 -0.29 -2.18  0.270
15 H 0.36 0.85 -1.34  0.427
16 H -0.18 0.40 2.84  0.386
17 H -0.88 -0.54 1.62  0.391
18 H -0.36 2.47 1.13  0.334
19 H -1.72 2.00 2.16  0.336
20 H -1.56 1.43 0.43  0.273
21 H -3.19 0.86 -2.89  0.260
22 H -1.53 0.84 -2.69  0.208
23 H -2.45 -0.44 -2.31  0.219

Computed properties:
HOMO level ... -0.5023 Eh
M ... 102.2 g mol⁻¹
Net charge ... +1
Multiplicity ... 1
Energy above the lowest of the compared OMol25 structures with the same formula, charge and spin ... 419.6 kJ/mol

***

Number 1: HOMO-LUMO gap 8.2 eV. Number 2: HOMO-LUMO gap 10.5 eV. Number 3: HOMO-LUMO gap 10.7 eV. Number 4: HOMO-LUMO gap 7.3 eV.